The following is a quantum chemistry calculation of a molecular structure, C4HCuO2 in a non-equilibrium geometry, from the OMol25 dataset.

Geometry as XYZ:
```
8
C4HCuO2 (ωB97M-V/def2-TZVPD)
O -2.299 0.753 0.582
C 1.221 -0.157 0.711
C 0.077 0.077 0.277
C -1.240 0.327 -0.209
C -1.435 0.379 -1.518
O -1.591 0.364 -2.686
Cu -2.080 0.627 -4.613
H -2.737 1.490 0.138
```

Properties
- total charge = 0
- Kohn-Sham gap (spin up / spin down) (Ha) = 0.1194 / 0.1196
- energy relative to the best compared isomer or geometry (same formula, charge and spin) (kcal per mole) = 0.9
- HOMO energy (spin up / spin down) (eV) = -6.8 / -6.8
- energy (Ha) = -1943.66405